This record from OMol25 describes 3 unconnected molecules or ions with the total composition C32H52BrFN4O9PS. The level of theory is the ωB97M-V functional and the def2-TZVPD basis.

## Properties
E in eV: -151290.388
Net charge: +1
LUMO energy in eV: -2.522
Frontier orbital gap in eV: 7.96
Largest force on an atom in eV/Å: 2.7

XYZ file:
```
101
C32H52BrFN4O9PS (the ωB97M-V functional and the def2-TZVPD basis)
H 1.46016 -1.72377 -3.65572
H -0.21866 -2.80664 -2.26651
C 4.80334 3.57214 -2.89298
C 0.18992 0.03875 -0.26146
C -3.13953 3.97846 2.23996
H -1.35044 -2.70710 -0.28799
H -1.58158 2.69620 1.53922
C 5.63979 4.83914 -1.04518
H 1.22031 0.00501 -5.28658
H 3.39548 -0.66534 -2.40343
C -1.51199 1.03521 -1.41291
H -5.01136 -6.44607 -0.07687
C -0.83191 -0.43259 -4.73886
C 5.28655 4.76091 -2.37893
H -3.12867 1.87352 1.58175
C 1.69113 0.46081 1.82821
H -2.63371 -0.14802 -3.61885
C -0.51035 -0.96186 -1.23649
O -3.92681 -1.91658 0.18193
P -2.93583 3.37038 -0.38392
O 5.20420 1.17757 4.20968
C 0.38777 0.49576 -4.78557
C -4.74793 3.12137 -0.53830
H 4.39201 1.76825 2.06381
H 3.64558 -0.19109 2.47256
H -0.47860 -1.44320 -4.96824
H -8.92005 -5.84631 1.03651
C -7.90605 -5.48052 1.17012
O 5.84241 3.83894 1.11487
H 2.52921 -1.25622 6.37348
C -1.61468 -1.65239 -0.36356
H -0.05629 -0.72576 1.70050
C 3.44987 -0.69086 6.49357
H 3.30902 -0.50084 0.79209
H -1.37987 0.37066 -6.45106
H 3.25182 -2.24329 -1.36826
C 4.70044 -1.55555 6.39518
O -7.58441 -4.59155 0.08116
H -7.85635 -4.91293 2.10090
H -2.77700 4.92831 1.84426
H 6.46092 -1.03738 5.19236
C 4.67337 2.46823 -2.06294
H 3.40096 -0.13403 7.43076
C -6.85633 -6.58209 1.10170
C 1.59318 -1.73490 -2.57611
H 6.22194 0.00026 6.62004
H 4.53793 -2.36192 5.67862
S -2.95444 2.45881 -3.13627
H 1.28475 -1.43504 0.86208
C 3.20422 0.25331 1.57617
H -3.32981 -0.64026 -1.31521
O -5.78513 -4.03061 -1.10687
C -3.05665 -1.61142 -0.89402
C 5.49564 3.74403 -0.21745
N 3.87705 1.50896 1.22890
H -5.19291 3.20162 0.44986
H -4.95836 2.13038 -0.94756
H -1.79859 -1.57067 -3.21028
H 6.03494 5.75862 -0.63340
C -1.63324 -0.51382 -3.41349
H -5.13880 3.84972 -1.24314
O -3.99748 1.55420 -3.43703
C 4.85396 0.38462 5.03574
H 1.42262 1.51154 1.73160
C -6.29792 -4.72868 -0.27135
C -2.64397 2.82262 1.34535
Br 1.51629 1.29460 -1.10996
H 4.74269 0.45711 -0.43411
F -1.70852 2.21389 -4.00224
H -0.59123 1.85855 0.04956
H -5.05365 -5.36412 1.33982
N -2.32811 2.08938 -1.61521
H 4.50269 3.48040 -3.92849
H 5.38838 5.61566 -3.03389
C 4.91327 1.33900 0.18470
C 2.83682 -1.53957 -2.08614
N -0.99794 0.93705 -0.12028
H 4.30049 1.53881 -2.47826
H -1.65606 -1.29263 0.65830
C 5.72167 -0.56693 5.83390
H 0.14694 1.35886 -5.41315
H 0.69555 0.89349 -3.82240
H -7.16756 -7.34574 0.38857
C -5.64774 -5.82713 0.54927
H 0.75790 -2.62789 -0.84108
O -3.21795 3.84485 -3.14127
H -6.68219 -7.06803 2.05869
H 1.51659 0.20002 2.87574
H 5.02676 3.76475 1.62454
H -3.17800 -2.39376 -1.64694
C 5.01734 2.53852 -0.72572
H -2.72984 3.81694 3.23400
H 5.88756 1.20384 0.66707
O -1.79492 -0.13264 -5.74474
C 0.77362 -0.48633 1.03223
O 3.56033 0.25447 5.41049
H -4.22592 3.99173 2.28624
N -1.02325 0.05586 -2.19590
H 4.98625 -2.00320 7.34396
H -4.41786 -2.71020 -0.05605
C 0.41485 -2.08861 -1.72739
```